[1]
# C28H19F3N5O3RhS3Se

A molecular structure, C28H19F3N5O3RhS3Se at a distorted geometry (ωB97M-V/def2-TZVPD, the OMol25 dataset).

The geometry in XYZ format:
```
63
Properties=species:S:1:pos:R:3
Rh -0.128 0.317 -0.678
O -0.837 -3.994 -2.675
C -0.727 -4.654 -1.515
C -1.041 -6.012 -1.501
C -0.915 -6.754 -0.342
C -0.458 -6.149 0.824
C -0.146 -4.802 0.818
C -0.280 -4.028 -0.335
C 0.039 -2.589 -0.323
O -0.283 -1.859 -1.349
N 0.673 -2.138 0.731
N 0.951 -0.819 0.672
C 1.874 -0.398 1.470
C 2.552 0.849 1.372
C 3.556 1.136 2.315
C 4.256 2.320 2.304
C 3.954 3.283 1.338
C 3.003 3.027 0.376
C 2.299 1.801 0.326
O 1.494 1.599 -0.663
H -0.640 -3.043 -2.479
H -1.396 -6.460 -2.421
H -1.176 -7.806 -0.349
H -0.358 -6.725 1.735
H 0.202 -4.308 1.715
H 2.200 -1.110 2.229
H 3.773 0.388 3.071
H 5.025 2.506 3.045
H 4.469 4.237 1.347
H 2.773 3.761 -0.384
Se -1.104 2.539 0.808
C -0.660 4.201 0.030
C -1.091 5.383 0.642
C -0.744 6.598 0.084
N -0.014 6.734 -1.024
C 0.377 5.600 -1.611
C 0.088 4.331 -1.143
H -1.688 5.335 1.544
H -1.066 7.528 0.548
H 0.967 5.726 -2.515
H 0.440 3.453 -1.664
S -5.596 -2.786 -3.995
C -4.922 -2.251 -2.573
S -3.415 -1.384 -2.575
C -3.504 -1.185 -0.824
N -4.564 -1.735 -0.331
N -5.366 -2.333 -1.282
C -6.571 -2.878 -0.774
C -6.892 -2.599 0.563
C -8.062 -3.079 1.122
C -8.943 -3.846 0.374
C -8.623 -4.135 -0.942
C -7.450 -3.668 -1.518
S -2.425 -0.275 0.132
H -6.208 -1.997 1.139
H -8.289 -2.844 2.155
H -9.866 -4.212 0.809
H -9.295 -4.736 -1.543
H -7.228 -3.908 -2.541
F 0.295 1.809 -3.077
C -0.714 1.140 -2.426
F -1.105 0.197 -3.347
F -1.748 2.042 -2.402
```

Output
Gap between HOMO and LUMO, eV: 6.3
HOMO level, eV: -2.152
E_tot, eV: -151952.50383
Energy relative to the best compared isomer or geometry (same formula, charge and spin), kcal per mole: 36.63
Net charge: -2

=====

[2]
# C28H20AsAuF6N2O4S3

A molecular structure, C28H20AsAuF6N2O4S3 (ωB97M-V/def2-TZVPD, the OMol25 dataset).

The geometry in XYZ format:
```
65
Properties=species:S:1:pos:R:3
Au 0.452 0.502 0.165
S 1.154 2.362 1.573
C 0.556 3.785 0.731
C 0.282 4.930 1.483
C -0.196 6.073 0.868
C -0.407 6.104 -0.506
C -0.132 4.980 -1.262
C 0.367 3.832 -0.652
As 0.725 2.231 -1.640
C 0.092 2.615 -3.426
C 0.972 3.004 -4.428
C 0.467 3.359 -5.672
C -0.901 3.327 -5.909
C -1.776 2.950 -4.899
C -1.282 2.591 -3.655
C 2.645 2.090 -1.863
C 3.109 1.078 -2.704
C 4.471 0.848 -2.831
C 5.372 1.621 -2.107
C 4.908 2.622 -1.266
C 3.545 2.858 -1.140
H 0.422 4.901 2.557
H -0.422 6.944 1.469
H -0.791 6.995 -0.983
H -0.306 4.994 -2.330
H 2.036 3.047 -4.245
H 1.149 3.662 -6.456
H -1.286 3.597 -6.884
H -2.843 2.936 -5.077
H -1.959 2.301 -2.861
H 2.404 0.472 -3.263
H 4.827 0.067 -3.489
H 6.435 1.438 -2.197
H 5.608 3.224 -0.700
H 3.187 3.634 -0.475
F -3.509 -0.795 -3.088
C -2.370 -1.183 -2.533
F -1.987 -2.333 -3.072
F -1.434 -0.262 -2.795
S -2.557 -1.409 -0.707
O -1.199 -1.229 -0.210
O -3.130 -2.705 -0.567
N -3.587 -0.303 -0.270
S -3.205 1.167 0.143
O -1.922 1.599 -0.388
O -4.319 2.045 0.007
C -2.936 1.049 1.959
F -1.872 0.289 2.232
F -2.724 2.267 2.442
F -3.999 0.517 2.544
C 2.174 -0.910 0.465
C 1.438 -2.085 0.846
C 1.125 -3.084 -0.096
C 0.393 -4.190 0.263
C -0.060 -4.327 1.579
C 0.229 -3.344 2.528
C 0.970 -2.241 2.168
C -0.800 -5.501 1.967
N -1.373 -6.447 2.282
H 2.691 -0.924 -0.489
H 2.702 -0.374 1.250
H 1.460 -2.964 -1.120
H 0.154 -4.953 -0.465
H -0.135 -3.459 3.540
H 1.190 -1.472 2.899
```

Output
Gap between HOMO and LUMO (alpha / beta), eV: 8.2 / 5.5
HOMO level (alpha / beta), eV: -8.001 / -8.546
<S²>: 2.04
E_tot, eV: -153869.30812
Spin multiplicity: 3
Energy relative to the best compared isomer or geometry (same formula, charge and spin), kcal per mole: 0.00

=====

[3]
# C28H20BrMgNO7PS

A molecular structure, C28H20BrMgNO7PS at a distorted geometry (ωB97M-V/def2-TZVPD, the OMol25 dataset).

The geometry in XYZ format:
```
60
Properties=species:S:1:pos:R:3
Mg 0.625 1.455 0.382
O 4.610 1.656 -0.488
C 3.527 1.225 -0.129
O 2.441 1.905 0.045
C 3.401 -0.269 0.210
P 1.693 -0.883 -0.092
C 1.874 -2.632 0.422
C 1.365 -3.036 1.654
C 1.579 -4.330 2.115
C 2.296 -5.232 1.344
C 2.794 -4.840 0.106
C 2.585 -3.548 -0.352
C 1.589 -1.004 -1.909
C 0.441 -1.600 -2.432
C 0.275 -1.720 -3.802
C 1.250 -1.226 -4.663
C 2.378 -0.608 -4.149
C 2.552 -0.495 -2.773
H 3.561 -0.365 1.287
H 4.166 -0.850 -0.298
H 0.773 -2.344 2.238
H 1.174 -4.634 3.073
H 2.462 -6.241 1.701
H 3.347 -5.544 -0.504
H 2.968 -3.249 -1.322
H -0.332 -1.959 -1.759
H -0.621 -2.181 -4.199
H 1.113 -1.301 -5.736
H 3.125 -0.193 -4.817
H 3.425 0.025 -2.391
O -1.553 -1.432 1.720
C -1.434 -0.316 2.165
N -1.165 0.838 1.434
S -0.863 2.076 2.398
O -1.662 3.237 2.137
O 0.600 2.280 2.301
C -1.275 1.308 3.926
C -1.344 1.831 5.202
C -1.720 0.959 6.217
C -2.009 -0.379 5.945
C -1.932 -0.879 4.649
C -1.564 -0.010 3.642
H -1.117 2.870 5.405
H -1.794 1.329 7.232
H -2.302 -1.034 6.756
H -2.151 -1.914 4.412
Br -6.219 4.499 -3.331
C -4.476 3.792 -3.025
C -4.074 3.522 -1.730
C -2.801 3.002 -1.517
C -1.948 2.757 -2.586
C -2.378 3.038 -3.876
C -3.644 3.560 -4.108
C -0.561 2.171 -2.383
O 0.082 1.850 -3.371
O -0.252 1.950 -1.157
H -4.741 3.712 -0.899
H -2.459 2.787 -0.513
H -1.697 2.838 -4.694
H -3.982 3.780 -5.112
```

Output
Gap between HOMO and LUMO, eV: 8.4
HOMO level, eV: -6.161
E_tot, eV: -140802.08118
Net charge: -1

=====

[4]
# C28H21Cl44N4O2

12 unconnected molecules or ions with the total composition C28H21Cl44N4O2 at a distorted geometry (ωB97M-V/def2-TZVPD, the OMol25 dataset).

The geometry in XYZ format:
```
99
Properties=species:S:1:pos:R:3
C 4.265 -0.087 -3.049
C 3.802 -0.976 -4.219
C 2.270 -0.975 -4.380
N 1.801 0.101 -5.272
O 1.269 -0.420 -6.468
C 0.968 1.063 -4.690
N -0.390 0.957 -4.540
C -0.899 -0.421 -4.450
C -2.343 -0.451 -3.904
O -3.288 -0.569 -4.663
C -2.523 -0.363 -2.425
C -1.479 0.001 -1.592
C -1.651 0.128 -0.227
C -2.895 -0.145 0.318
C -3.933 -0.541 -0.510
C -3.770 -0.649 -1.877
N 1.560 2.161 -4.309
C 0.869 3.287 -3.667
C 0.790 4.448 -4.398
C 0.192 5.567 -3.813
C -0.273 5.381 -2.516
C -0.154 4.135 -1.917
N 0.412 3.041 -2.441
H 3.497 0.029 -2.284
H 4.578 0.902 -3.384
H 5.126 -0.554 -2.580
H 4.234 -0.604 -5.144
H 4.086 -2.000 -3.990
H 1.914 -1.958 -4.677
H 1.867 -0.772 -3.385
H 0.684 0.232 -6.879
H -0.906 1.535 -5.196
H -0.989 -0.831 -5.455
H -0.303 -1.048 -3.802
H -0.487 0.215 -1.968
H -0.801 0.414 0.375
H -3.040 -0.058 1.389
H -4.887 -0.778 -0.057
H -4.575 -0.959 -2.525
H 2.553 2.273 -4.472
H 1.183 4.475 -5.406
H 0.106 6.514 -4.321
H -0.726 6.195 -1.973
H -0.556 4.020 -0.916
C -1.819 -2.441 3.919
Cl -0.201 -1.835 4.258
Cl -2.900 -1.925 5.210
Cl -2.363 -1.731 2.379
Cl -1.809 -4.210 3.781
C -3.271 -3.039 -7.271
Cl -1.601 -3.019 -6.666
Cl -3.696 -1.430 -7.866
Cl -3.394 -4.205 -8.588
Cl -4.362 -3.501 -5.966
C 3.290 2.964 1.371
Cl 2.085 3.192 0.086
Cl 4.883 2.700 0.657
Cl 3.338 4.403 2.392
Cl 2.843 1.565 2.349
C -0.024 2.241 4.898
Cl 1.493 1.712 5.637
Cl -0.424 1.190 3.528
Cl -1.321 2.153 6.091
Cl 0.157 3.903 4.329
C 8.074 0.371 1.205
Cl 9.569 -0.460 0.780
Cl 8.328 1.400 2.614
Cl 7.548 1.380 -0.153
Cl 6.817 -0.816 1.570
C 5.701 5.093 5.390
Cl 7.069 5.597 6.384
Cl 4.973 6.511 4.622
Cl 6.256 3.974 4.140
Cl 4.496 4.291 6.402
C -0.631 7.822 3.917
Cl 0.796 6.867 3.468
Cl -0.223 8.880 5.267
Cl -1.135 8.798 2.532
Cl -1.949 6.746 4.386
C -3.905 -5.031 7.985
Cl -5.113 -6.310 8.180
Cl -2.681 -5.184 9.248
Cl -3.136 -5.165 6.398
Cl -4.699 -3.455 8.120
C -7.317 -9.497 9.288
Cl -8.112 -9.036 7.777
Cl -7.526 -8.207 10.478
Cl -8.035 -10.989 9.902
Cl -5.594 -9.745 8.986
C 1.036 3.222 -8.728
Cl 1.928 1.942 -9.538
Cl 2.077 4.003 -7.523
Cl 0.494 4.414 -9.895
Cl -0.390 2.527 -7.905
C -2.556 -10.109 6.367
Cl -3.489 -10.688 4.983
Cl -0.888 -9.798 5.866
Cl -3.278 -8.617 6.978
Cl -2.569 -11.334 7.641
```

Output
Gap between HOMO and LUMO, eV: 8.5
HOMO level, eV: -11.883
E_tot, eV: -590406.67068
Energy relative to the best compared isomer or geometry (same formula, charge and spin), kcal per mole: 0.00
Net charge: +1

=====

[5]
# C28H21CsN9S5

A molecular structure, C28H21CsN9S5 at a distorted geometry (ωB97M-V/def2-TZVPD, the OMol25 dataset).

The geometry in XYZ format:
```
64
Properties=species:S:1:pos:R:3
Cs -0.941 0.707 -0.390
C 1.008 -2.466 2.470
N 0.948 -1.024 2.717
C -0.149 -0.679 3.618
C -0.670 0.690 3.378
N -0.189 1.578 2.549
C -1.031 2.673 2.652
C -0.996 3.903 2.003
C -1.992 4.817 2.299
C -3.008 4.523 3.213
C -3.052 3.308 3.874
C -2.048 2.399 3.583
N -1.771 1.133 4.046
C 1.919 -2.725 1.321
N 1.606 -2.579 0.065
C 2.752 -2.885 -0.644
C 2.979 -2.913 -2.018
C 4.234 -3.288 -2.461
C 5.256 -3.628 -1.566
C 5.053 -3.605 -0.198
C 3.790 -3.233 0.244
N 3.224 -3.118 1.493
H 0.019 -2.883 2.234
H 1.388 -2.963 3.369
H 0.776 -0.589 1.822
H 0.205 -0.753 4.655
H -1.001 -1.374 3.509
H -0.205 4.130 1.298
H -1.993 5.780 1.803
H -3.782 5.257 3.399
H -3.846 3.064 4.569
H -2.393 0.545 4.573
H 2.189 -2.647 -2.708
H 4.433 -3.327 -3.525
H 6.225 -3.917 -1.954
H 5.845 -3.865 0.494
H 3.674 -3.255 2.379
S 2.809 5.199 -6.096
N 1.420 4.352 -6.166
C 1.368 3.626 -5.066
C 0.313 2.711 -4.712
C -0.787 2.491 -5.543
C -1.747 1.588 -5.158
C -1.576 0.934 -3.937
N -0.553 1.131 -3.132
C 0.402 2.005 -3.494
C 1.546 2.199 -2.607
N 1.587 1.516 -1.449
C 2.628 1.668 -0.656
C 3.710 2.503 -0.939
C 3.681 3.220 -2.109
C 2.588 3.080 -2.966
C 2.493 3.804 -4.208
N 3.381 4.662 -4.670
H -0.851 3.040 -6.473
H -2.611 1.388 -5.776
H -2.314 0.211 -3.600
H 2.607 1.092 0.266
H 4.540 2.584 -0.252
H 4.479 3.894 -2.393
S -2.864 -2.642 2.634
S -3.011 -1.425 1.062
S -3.957 0.392 1.758
S -3.915 1.699 0.262
```

Output
Gap between HOMO and LUMO, eV: 2.8
HOMO level, eV: -2.053
E_tot, eV: -97516.71977
Energy relative to the best compared isomer or geometry (same formula, charge and spin), kcal per mole: 9.54
Net charge: -1

=====

[6]
# C28H21N7O3W

A molecular structure, C28H21N7O3W at a distorted geometry (ωB97M-V/def2-TZVPD, the OMol25 dataset).

The geometry in XYZ format:
```
60
Properties=species:S:1:pos:R:3
W 0.017 0.282 0.081
O -2.459 1.080 -3.487
C -3.415 0.172 -3.213
C -4.544 0.192 -4.026
C -5.565 -0.709 -3.826
C -5.494 -1.657 -2.799
C -4.412 -1.670 -1.963
C -3.347 -0.757 -2.145
C -2.264 -0.771 -1.200
O -1.121 -0.071 -1.424
N -2.368 -1.426 -0.078
N -1.294 -1.242 0.755
C -1.357 -1.863 1.907
C -0.347 -1.769 2.906
C -0.451 -2.486 4.109
C 0.539 -2.398 5.063
C 1.655 -1.589 4.849
C 1.787 -0.864 3.673
C 0.799 -0.964 2.718
O 0.889 -0.267 1.558
H -1.667 0.919 -2.971
H -4.587 0.927 -4.818
H -6.427 -0.690 -4.479
H -6.290 -2.375 -2.670
H -4.332 -2.390 -1.162
H -2.237 -2.471 2.096
H -1.317 -3.115 4.274
H 0.451 -2.958 5.983
H 2.426 -1.518 5.604
H 2.643 -0.228 3.485
C 1.367 3.253 -0.480
N 1.315 1.781 -0.709
C 2.313 1.283 -1.436
C 2.369 -0.082 -1.648
C 3.220 -0.911 -2.394
C 2.741 -2.206 -2.247
C 1.623 -2.133 -1.419
N 1.385 -0.859 -1.034
C 1.765 3.769 0.903
C 2.511 4.942 0.958
C 2.870 5.504 2.174
C 2.507 4.893 3.362
C 1.769 3.721 3.325
C 1.396 3.176 2.104
H 0.387 3.658 -0.746
H 2.096 3.661 -1.178
H 3.060 1.935 -1.876
H 4.077 -0.586 -2.963
H 3.145 -3.101 -2.688
H 0.996 -2.946 -1.085
H 2.812 5.435 0.041
H 3.441 6.423 2.193
H 2.788 5.332 4.309
H 1.468 3.238 4.246
H 0.779 2.301 2.119
N -3.792 5.017 2.735
C -3.326 4.277 1.986
N -2.793 3.433 1.132
C -2.073 2.507 0.927
N -1.348 1.585 0.595
```

Output
Gap between HOMO and LUMO (alpha / beta), eV: 4.3 / 4.3
HOMO level (alpha / beta), eV: -13.716 / -13.717
E_tot, eV: -47759.60144
Energy relative to the best compared isomer or geometry (same formula, charge and spin), kcal per mole: 5.52
Net charge: +2

=====

[7]
# C28H21N8O3SV

A molecular structure, C28H21N8O3SV at a distorted geometry (ωB97M-V/def2-TZVPD, the OMol25 dataset).

The geometry in XYZ format:
```
62
Properties=species:S:1:pos:R:3
V 0.316 0.879 -0.469
N 2.503 0.690 0.238
C 3.068 2.021 0.544
C 1.961 3.034 0.771
O 2.203 4.078 1.375
N 0.795 2.655 0.243
C -0.301 3.601 0.391
C -1.562 3.008 -0.217
O -2.616 3.604 -0.188
O -1.390 1.803 -0.711
H 2.454 0.132 1.083
H 3.103 0.182 -0.403
H 3.658 2.357 -0.309
H 3.722 2.008 1.415
H -0.076 4.568 -0.065
H -0.499 3.817 1.446
S -4.957 -2.358 4.174
N -4.687 -2.515 2.591
C -3.611 -1.793 2.319
C -3.011 -1.625 1.002
C -3.563 -2.153 -0.164
C -2.943 -1.892 -1.362
C -1.782 -1.126 -1.361
N -1.232 -0.642 -0.255
C -1.849 -0.870 0.910
C -1.257 -0.227 2.098
N -0.138 0.487 1.896
C 0.361 1.166 2.920
C -0.196 1.139 4.196
C -1.317 0.374 4.414
C -1.866 -0.328 3.343
C -3.060 -1.155 3.456
N -3.723 -1.400 4.575
H -4.472 -2.738 -0.105
H -3.339 -2.256 -2.298
H -1.279 -0.880 -2.288
H 1.234 1.776 2.720
H 0.252 1.725 4.986
H -1.790 0.315 5.386
C 1.250 -4.790 0.025
C 1.177 -3.706 0.887
C 1.138 -2.415 0.377
C 1.193 -2.204 -0.991
C 1.254 -3.286 -1.858
C 1.282 -4.573 -1.347
N 1.137 -0.842 -1.483
N 1.679 -0.712 -2.603
C 1.547 0.584 -3.119
C 2.096 0.824 -4.385
C 1.945 2.079 -4.926
C 1.249 3.054 -4.198
C 0.726 2.787 -2.944
C 0.861 1.527 -2.347
H 1.273 -5.798 0.419
H 1.144 -3.859 1.958
H 1.044 -1.573 1.050
H 1.279 -3.107 -2.924
H 1.324 -5.413 -2.028
H 2.619 0.032 -4.908
H 2.351 2.312 -5.902
H 1.120 4.040 -4.630
H 0.199 3.578 -2.422
```

Output
Gap between HOMO and LUMO (alpha / beta), eV: 6.7 / 7.2
HOMO level (alpha / beta), eV: -7.730 / -8.306
<S²>: 2.02
E_tot, eV: -83965.94419
Spin multiplicity: 3
Energy relative to the best compared isomer or geometry (same formula, charge and spin), kcal per mole: 0.00